Record 1
C2HO4S | ωB97M-V/def2-TZVPD

```
8
Properties=species:S:1:pos:R:3:lowdin_charge:R:1
C -0.866 1.823 0.018 -0.28
C 0.036 -1.521 0.631 -0.81
O -0.748 -0.945 -0.405 -0.17
O -0.225 -2.595 1.117 0.05
O 0.860 0.781 -1.673 -0.43
O 0.915 -0.697 1.002 -0.08
S 0.080 0.579 -0.446 0.79
H -0.052 2.574 -0.243 -0.06
```

Computed properties:
net charge: -1
M: 121.09 g mol⁻¹
orbital gap: 0.2897 hartree
HOMO level: -4.43 eV
energy above the lowest of the compared OMol25 structures with the same formula, charge and spin: 87.2 kcal/mol
total energy: -21112.9365 eV
multiplicity: 1



Record 2
C7H14N3 | ωB97M-V/def2-TZVPD

```
24
Properties=species:S:1:pos:R:3:lowdin_charge:R:1
C 2.197 0.523 1.572 -0.04
C 2.646 -0.014 0.335 -0.03
C -1.356 -1.356 0.296 -0.01
C -1.455 0.764 -1.095 -0.01
C -1.856 0.856 1.385 -0.01
C 1.670 -0.663 -1.853 -0.03
C -1.088 0.151 0.255 -0.57
N 0.906 0.671 1.554 0.12
N 0.294 0.397 0.535 0.11
N 1.707 -0.233 -0.509 0.05
H 2.796 0.793 2.416 0.12
H 3.690 -0.202 0.140 0.16
H -2.417 -1.534 0.151 0.10
H -0.817 -1.881 -0.488 0.07
H -1.067 -1.771 1.259 0.10
H -1.016 0.212 -1.921 0.07
H -2.533 0.741 -1.219 0.10
H -1.130 1.800 -1.146 0.10
H -2.920 0.708 1.227 0.10
H -1.586 0.442 2.353 0.09
H -1.652 1.924 1.388 0.10
H 1.022 -1.535 -1.952 0.10
H 1.290 0.136 -2.492 0.11
H 2.675 -0.929 -2.188 0.11
```

Computed properties:
net charge: +1
M: 140.21 g mol⁻¹
orbital gap: 0.3383 hartree
HOMO level: -13.82 eV
energy above the lowest of the compared OMol25 structures with the same formula, charge and spin: 82.6 kcal/mol
total energy: -11947.3387 eV
multiplicity: 1



Record 3
C6H10N2 | ωB97M-V/def2-TZVPD

```
18
Properties=species:S:1:pos:R:3:lowdin_charge:R:1
C -0.277 1.989 -0.280 -0.08
C 0.217 1.235 -1.274 -0.23
C 1.977 -1.167 0.696 -0.07
C 2.162 -0.570 -0.450 0.06
C -0.930 1.034 0.706 -0.16
C -1.482 -1.374 0.146 -0.08
N 0.116 -0.092 -1.124 0.02
N -0.541 -0.266 0.099 -0.30
H -0.588 3.024 -0.439 0.09
H 0.771 1.550 -2.160 0.11
H 2.694 -1.429 1.520 0.07
H 0.999 -0.945 1.178 0.05
H 2.774 -0.409 -1.270 0.02
H -0.620 1.284 1.810 0.13
H -2.050 1.071 0.626 0.11
H -1.853 -1.672 1.189 0.11
H -2.390 -1.175 -0.465 0.08
H -0.979 -2.086 -0.510 0.08
```

Computed properties:
net charge: 0
M: 110.16 g mol⁻¹
orbital gap (spin up / spin down): 0.2835 / 0.2835 hartree
HOMO level (spin up / spin down): -7.18 / -7.18 eV
energy above the lowest of the compared OMol25 structures with the same formula, charge and spin: 141.2 kcal/mol
total energy: -9358.3150 eV
multiplicity: 1